DFT (ωB97M-V/def2-TZVPD) results for a cluster of 2 separate species, C2H4OS in total in a non-equilibrium geometry.

Last column: Löwdin charge in e.
Positions of all 8 atoms, in Å:
C1 -1.168 0.345 1.284  0.13
C2 0.170 -0.723 -0.163  -0.13
O1 1.019 -0.319 -0.900  -0.35
S1 1.376 -0.891 -2.764  0.57
H1 -0.966 -0.151 2.131  -0.11
H2 -0.967 1.500 1.313  0.01
H3 -0.476 -1.585 -0.345  0.07
H4 1.836 0.377 -2.951  -0.19

LUMO level (alpha / beta): -0.03667 / -0.05326 Ha
net charge: 0
highest occupied orbital energy (alpha / beta): -9.3 / -7.7 eV


DFT (ωB97M-V/def2-TZVPD) results for a structure of composition C51H50AgI2N3O5S4SbTe.

Last column: Löwdin charge in e.
Positions of all 118 atoms, in Å:
Ag1 -0.793 0.954 -2.335  0.67
I1 -2.992 1.881 -5.149  0.30
I2 -5.831 0.665 -6.090  -0.55
O1 -0.051 1.389 -6.786  -0.42
S1 0.390 1.387 -5.411  0.05
O2 1.769 1.797 -5.216  -0.41
O3 0.028 0.170 -4.676  -0.52
S2 -0.791 2.872 -4.372  0.09
S3 -1.557 -3.208 -0.027  0.02
Sb1 0.117 -3.406 -1.523  1.24
C1 1.977 -3.184 -0.528  -0.35
C2 3.104 -3.905 -0.898  -0.14
C3 4.283 -3.781 -0.168  -0.11
C4 4.333 -2.926 0.922  -0.10
C5 3.206 -2.198 1.288  -0.07
C6 2.029 -2.327 0.567  -0.12
C7 0.328 -5.507 -1.939  -0.33
C8 0.939 -6.349 -1.012  -0.14
C9 0.973 -7.722 -1.210  -0.10
C10 0.387 -8.276 -2.341  -0.11
C11 -0.239 -7.450 -3.262  -0.09
C12 -0.271 -6.076 -3.059  -0.11
C13 -0.488 -2.748 -3.422  -0.38
C14 0.214 -3.013 -4.591  -0.15
C15 -0.327 -2.630 -5.810  -0.08
C16 -1.562 -1.998 -5.861  -0.07
C17 -2.268 -1.746 -4.696  -0.10
C18 -1.725 -2.115 -3.472  -0.14
H1 3.067 -4.583 -1.743  0.10
H2 5.158 -4.349 -0.460  0.10
H3 5.253 -2.821 1.485  0.10
H4 3.239 -1.521 2.134  0.09
H5 1.152 -1.755 0.846  0.09
H6 1.386 -5.935 -0.115  0.10
H7 1.452 -8.360 -0.476  0.10
H8 0.413 -9.347 -2.498  0.09
H9 -0.710 -7.873 -4.141  0.10
H10 -0.774 -5.445 -3.783  0.09
H11 1.172 -3.520 -4.563  0.10
H12 0.226 -2.809 -6.724  0.10
H13 -1.966 -1.671 -6.811  0.12
H14 -3.224 -1.239 -4.736  0.05
H15 -2.271 -1.923 -2.557  0.05
N1 -7.019 1.775 2.091  0.15
C19 -6.192 1.553 1.324  -0.18
C20 -5.171 1.280 0.344  -0.24
C21 -4.837 2.241 -0.605  -0.01
C22 -3.855 1.930 -1.532  -0.16
N2 -3.240 0.750 -1.565  0.05
C23 -3.556 -0.152 -0.638  -0.13
C24 -4.512 0.062 0.341  -0.01
H16 -5.333 3.202 -0.631  0.12
H17 -3.561 2.642 -2.292  0.05
H18 -3.021 -1.095 -0.668  0.01
H19 -4.725 -0.700 1.078  0.12
O4 1.175 -0.794 -1.797  -0.62
S4 2.064 0.073 -2.685  0.95
C25 3.008 -1.109 -3.694  -0.30
C26 4.478 -0.751 -3.520  -0.23
C27 4.640 -0.471 -2.027  -0.23
C28 3.523 0.506 -1.687  -0.30
H20 2.633 -1.044 -4.714  0.09
H21 2.782 -2.090 -3.271  0.07
H22 4.701 0.152 -4.095  0.12
H23 5.132 -1.548 -3.882  0.11
H24 5.624 -0.069 -1.774  0.11
H25 4.504 -1.398 -1.466  0.08
H26 3.763 1.531 -1.976  0.09
H27 3.189 0.511 -0.651  0.09
C29 3.012 -1.086 5.067  -0.07
C30 1.918 -0.254 4.454  -0.28
C31 0.799 -0.848 3.897  -0.03
C32 -0.227 -0.095 3.321  -0.31
C33 -1.409 -0.838 2.766  -0.10
C34 -0.121 1.300 3.317  -0.42
Te1 -1.622 2.480 2.401  1.47
N3 -0.652 2.427 -0.581  0.06
C35 0.531 2.920 -0.817  -0.68
O5 1.315 2.444 -1.689  -0.16
C36 1.011 4.135 -0.057  -0.16
C37 2.367 4.237 0.243  -0.04
C38 2.863 5.357 0.893  -0.10
C39 2.008 6.396 1.240  -0.12
C40 0.655 6.303 0.939  -0.10
C41 0.160 5.176 0.296  -0.06
C42 -2.716 2.725 4.209  -0.45
C43 -2.494 1.923 5.326  -0.12
C44 -3.264 2.070 6.471  -0.10
C45 -4.275 3.019 6.509  -0.11
C46 -4.496 3.821 5.399  -0.07
C47 -3.725 3.694 4.248  -0.34
C48 -3.972 4.604 3.078  -0.10
C49 0.996 1.924 3.896  -0.30
C50 1.151 3.416 3.939  -0.08
C51 1.999 1.134 4.446  -0.02
H28 2.975 -2.114 4.703  0.07
H29 2.920 -1.116 6.156  0.08
H30 3.997 -0.677 4.835  0.07
H31 0.718 -1.931 3.884  0.12
H32 -1.123 -1.833 2.430  0.02
H33 -1.866 -0.325 1.923  0.02
H34 -2.178 -0.951 3.537  0.09
H35 3.021 3.430 -0.063  0.11
H36 3.919 5.424 1.126  0.09
H37 2.394 7.277 1.740  0.09
H38 -0.017 7.111 1.202  0.09
H39 -0.893 5.092 0.058  0.10
H40 -1.708 1.178 5.306  0.09
H41 -3.078 1.433 7.328  0.09
H42 -4.895 3.128 7.390  0.09
H43 -5.293 4.556 5.414  0.10
H44 -4.923 5.125 3.184  0.07
H45 -4.002 4.058 2.135  0.03
H46 -3.171 5.344 2.986  0.08
H47 1.378 3.814 2.955  0.06
H48 1.961 3.690 4.618  0.07
H49 0.235 3.904 4.274  0.06
H50 2.868 1.618 4.880  0.11

multiplicity: 2
LUMO level: 0.12555 Ha
net charge: -2
highest occupied orbital energy: -2.8 eV


DFT (ωB97M-V/def2-TZVPD) results for a structure of composition C6H8N2 in a non-equilibrium geometry.

Last column: Löwdin charge in e.
Positions of all 16 atoms, in Å:
C1 2.185 1.310 -0.989  -0.24
N1 3.295 0.705 -0.999  0.13
C2 0.979 0.635 -1.334  -0.08
N2 0.003 0.011 -1.310  0.20
H1 4.074 1.298 -0.710  0.06
H2 2.017 2.371 -0.759  0.12
C3 -1.510 -0.557 -0.236  -0.31
C4 -0.655 -0.515 1.147  -0.16
C5 -2.575 0.264 -0.387  -0.06
C6 -0.038 -1.565 1.666  -0.02
H3 -1.596 -1.594 -0.537  0.09
H4 -0.690 0.459 1.619  0.09
H5 0.041 -2.500 1.129  0.05
H6 -3.503 -0.123 -0.772  0.04
H7 -2.517 1.313 -0.137  0.04
H8 0.490 -1.510 2.608  0.05

LUMO level (alpha / beta): -0.01605 / -0.01604 Ha
net charge: 0
highest occupied orbital energy (alpha / beta): -7.6 / -7.6 eV


DFT (ωB97M-V/def2-TZVPD) results for a structure of composition C33H30HgN5STe.

Last column: Löwdin charge in e.
Positions of all 71 atoms, in Å:
Hg1 0.618 0.271 -0.614  0.58
S1 1.024 -1.374 1.319  0.44
C1 1.101 -0.215 2.656  -0.84
N1 1.541 -0.557 3.850  0.00
N2 1.974 -1.849 3.961  -0.06
C2 2.593 -2.285 5.080  -0.26
C3 3.061 -3.614 5.155  -0.05
C4 3.678 -4.081 6.298  -0.14
C5 3.860 -3.259 7.408  -0.16
C6 3.405 -1.945 7.334  -0.13
C7 2.785 -1.451 6.201  -0.04
N3 0.647 1.059 2.582  -0.05
N4 0.257 1.532 1.411  -0.12
C8 -0.207 2.835 1.486  -0.30
C9 -0.230 3.616 0.319  -0.05
C10 -0.670 4.927 0.342  -0.12
C11 -1.121 5.508 1.525  -0.15
C12 -1.108 4.741 2.687  -0.14
C13 -0.654 3.434 2.681  -0.05
H1 1.907 -2.441 3.138  0.03
H2 2.932 -4.263 4.296  0.10
H3 4.025 -5.109 6.326  0.08
H4 4.345 -3.632 8.302  0.07
H5 3.537 -1.287 8.187  0.09
H6 2.441 -0.430 6.139  0.09
H7 0.141 3.170 -0.595  0.06
H8 -0.643 5.510 -0.574  0.08
H9 -1.471 6.534 1.539  0.07
H10 -1.465 5.176 3.616  0.08
H11 -0.629 2.842 3.585  0.09
C14 -0.281 4.520 -3.832  -0.09
C15 1.052 4.748 -4.141  -0.09
C16 1.981 3.759 -3.886  -0.03
C17 1.565 2.543 -3.326  -0.24
N5 0.280 2.333 -3.049  0.03
C18 -0.610 3.289 -3.287  -0.18
C19 2.545 1.462 -3.017  -0.22
C20 3.663 1.360 -3.855  -0.08
C21 4.663 0.432 -3.615  -0.13
C22 4.553 -0.397 -2.507  -0.12
C23 3.432 -0.307 -1.693  -0.16
C24 2.392 0.601 -1.918  -0.20
H12 -1.040 5.275 -3.988  0.09
H13 1.365 5.695 -4.568  0.09
H14 3.028 3.931 -4.095  0.10
H15 -1.634 3.044 -3.025  0.08
H16 3.737 1.988 -4.736  0.09
H17 5.512 0.356 -4.284  0.08
H18 5.334 -1.116 -2.283  0.09
H19 3.366 -0.964 -0.830  0.06
C25 -6.123 -4.628 -1.827  -0.08
C26 -4.996 -3.626 -1.839  -0.30
C27 -5.086 -2.429 -1.147  -0.04
C28 -4.066 -1.478 -1.186  -0.33
C29 -4.229 -0.212 -0.387  -0.12
C30 -2.921 -1.711 -1.961  -0.53
Te1 -1.542 -0.126 -2.383  0.79
C31 -2.792 -2.951 -2.612  -0.33
C32 -1.552 -3.312 -3.387  -0.12
C33 -3.828 -3.878 -2.548  -0.05
H20 -6.934 -4.296 -1.177  0.06
H21 -5.784 -5.604 -1.472  0.07
H22 -6.533 -4.770 -2.830  0.07
H23 -5.975 -2.224 -0.556  0.10
H24 -4.988 -0.342 0.387  0.06
H25 -4.525 0.620 -1.030  0.07
H26 -3.287 0.076 0.080  0.05
H27 -0.657 -2.973 -2.867  0.04
H28 -1.544 -2.828 -4.366  0.06
H29 -1.496 -4.394 -3.533  0.06
H30 -3.718 -4.828 -3.065  0.10

multiplicity: 2
LUMO level (alpha / beta): 0.15562 / 0.15561 Ha
net charge: -2
highest occupied orbital energy (alpha / beta): -0.4 / -1.4 eV


DFT (ωB97M-V/def2-TZVPD) results for a structure of composition C30H30KN5O3Se.

Last column: Löwdin charge in e.
Positions of all 70 atoms, in Å:
K1 0.363 -0.146 0.514  0.65
C1 -4.617 -0.877 -3.016  -0.05
O1 -3.664 -1.904 -2.772  -0.09
C2 -3.420 -2.791 -3.767  -0.23
C3 -4.257 -2.971 -4.864  -0.01
C4 -3.980 -3.957 -5.802  -0.09
C5 -2.866 -4.767 -5.656  -0.10
C6 -2.008 -4.558 -4.586  -0.02
C7 -2.255 -3.570 -3.644  -0.17
N1 -1.357 -3.393 -2.569  0.16
C8 -0.922 -2.181 -2.048  -0.37
N2 -0.980 -1.170 -2.947  0.15
C9 -0.828 0.260 -2.872  -0.24
C10 -0.314 0.966 -1.783  -0.18
C11 -0.239 2.356 -2.006  -0.18
C12 -0.633 3.003 -3.176  -0.11
C13 -1.156 2.249 -4.219  -0.04
C14 -1.250 0.880 -4.058  -0.27
O2 -1.811 0.095 -5.072  -0.14
C15 -0.953 -0.069 -6.195  -0.06
N3 -0.460 -2.091 -0.842  0.02
C16 -0.311 -3.296 -0.110  -0.23
C17 0.799 -4.102 -0.399  -0.05
C18 1.030 -5.314 0.222  -0.10
C19 0.138 -5.752 1.195  -0.09
C20 -0.945 -4.965 1.526  -0.01
C21 -1.186 -3.741 0.894  -0.21
O3 -2.316 -3.127 1.348  -0.07
C22 -2.690 -1.809 0.981  -0.06
H1 -4.539 -0.193 -2.175  0.10
H2 -5.630 -1.281 -3.067  0.09
H3 -4.374 -0.345 -3.937  0.10
H4 -5.140 -2.360 -4.971  0.11
H5 -4.648 -4.092 -6.641  0.10
H6 -2.649 -5.540 -6.380  0.10
H7 -1.115 -5.161 -4.475  0.11
H8 -1.033 -4.219 -2.094  0.14
H9 -1.393 -1.441 -3.825  0.11
H10 0.153 2.997 -1.217  0.07
H11 -0.549 4.079 -3.275  0.09
H12 -1.495 2.703 -5.142  0.11
H13 -0.766 0.887 -6.688  0.09
H14 -1.452 -0.745 -6.887  0.09
H15 0.004 -0.503 -5.884  0.06
H16 1.468 -3.738 -1.167  0.08
H17 1.889 -5.914 -0.053  0.10
H18 0.284 -6.703 1.690  0.10
H19 -1.653 -5.278 2.282  0.12
H20 -3.662 -1.645 1.441  0.10
H21 -2.770 -1.682 -0.096  0.08
H22 -1.994 -1.071 1.384  0.06
C23 4.164 -2.946 -0.032  -0.01
N4 3.475 -1.974 -0.859  -0.06
C24 3.201 -0.694 -0.516  -0.80
Se1 3.497 0.172 1.098  0.57
N5 2.583 -0.133 -1.579  0.11
C25 2.441 -1.046 -2.610  -0.17
C26 1.880 -0.946 -3.871  0.00
C27 1.934 -2.080 -4.666  -0.07
C28 2.528 -3.266 -4.213  -0.07
C29 3.088 -3.357 -2.947  -0.02
C30 3.029 -2.220 -2.157  -0.19
H23 4.357 -2.485 0.933  0.05
H24 5.107 -3.230 -0.499  0.10
H25 3.536 -3.825 0.103  0.08
H26 2.191 0.799 -1.538  0.12
H27 1.418 -0.029 -4.211  0.11
H28 1.509 -2.047 -5.660  0.10
H29 2.551 -4.130 -4.863  0.10
H30 3.541 -4.273 -2.592  0.12

LUMO level: 0.00908 Ha
net charge: 0
highest occupied orbital energy: -6.9 eV


Calculated calculated total energy, -551.73590 -5357.33558 -342.75925 -2368.92827 -4662.03902 a.u. (same order as the records).